A | # C9H13N2

An isolated ion of composition C9H13N2 and charge +1 (ωB97M-V/def2-TZVPD, OMol25).

Positions of all 24 atoms, in Å:
H -3.563 -0.209 -0.790
N -2.738 -0.315 -0.360
C -2.021 0.596 0.069
C -2.206 2.079 0.103
C -0.432 0.138 0.421
C 0.707 0.847 0.388
C 1.941 0.595 -0.006
C 3.174 1.328 0.361
C 1.715 -0.540 -1.017
C 0.763 -1.565 -0.488
N -0.206 -1.210 0.253
C -1.222 -2.092 0.809
H -2.796 2.488 1.020
H -1.174 2.592 0.025
H -2.781 2.467 -0.831
H 3.044 1.982 1.107
H 3.902 1.629 -0.526
H 3.811 0.505 0.733
H 2.601 -1.019 -1.363
H 1.241 -0.472 -2.081
H 0.922 -2.611 -0.539
H -1.893 -2.588 0.009
H -1.901 -1.634 1.413
H -0.887 -2.989 1.290

M ... 149.22 g mol⁻¹
Net charge ... +1
HOMO level (spin up / spin down) ... -12.5937 / -12.5961 eV
SMILES ... [H]/N=C(\C)C1=C=C(C)CC=[N+]1C
Multiplicity ... 1


B | # C9H13N2

An isolated ion of composition C9H13N2 and charge +1 (ωB97M-V/def2-TZVPD, OMol25).

Positions of all 24 atoms, in Å:
C 0.723 1.216 0.507
C -2.642 -0.441 0.860
C 1.918 0.545 0.601
C -2.422 -1.550 0.168
C -0.280 -0.808 -0.509
C -1.589 0.602 1.045
C -0.491 0.574 -0.073
C -0.930 1.364 -1.325
C 3.190 -1.388 -0.014
N 2.028 -0.746 0.454
N -1.152 -1.736 -0.436
H 0.677 2.278 0.687
H -3.569 -0.298 1.397
H 2.813 1.157 0.748
H -3.129 -2.349 0.031
H -2.022 1.603 1.053
H -1.129 0.434 2.024
H -1.175 2.387 -1.050
H -1.800 0.908 -1.790
H -0.113 1.386 -2.044
H 4.013 -1.232 0.694
H 2.996 -2.456 -0.092
H 3.534 -0.982 -0.972
H -0.950 -2.666 -0.793

M ... 149.22 g mol⁻¹
Net charge ... +1
HOMO level (spin up / spin down) ... -12.5245 / -12.9063 eV
Multiplicity ... 1


Energies, relative to the best one, in kJ/mol: A 135.5; B 0.0.


A | # C4H18BO17

A 10-piece molecular cluster, C4H18BO17 overall (ωB97M-V/def2-TZVPD, OMol25).

Positions of all 40 atoms, in Å:
O 2.239 2.018 1.728
C 1.075 1.705 1.365
O 0.666 0.872 0.403
B -0.763 0.487 0.536
O -1.222 1.529 1.477
C -0.157 2.187 1.985
O -0.191 3.060 2.858
O -1.058 -0.858 0.992
C -1.596 -1.558 0.062
O -1.768 -2.756 0.032
C -1.891 -0.598 -1.146
O -1.401 0.570 -0.748
O -2.487 -0.911 -2.147
O -5.417 1.021 2.582
H -4.508 1.240 2.785
H -5.715 1.734 2.017
O 7.556 4.374 2.918
H 7.501 3.936 2.068
H 6.709 4.807 3.020
O -0.619 2.220 -5.376
H -1.404 2.765 -5.439
H -0.878 1.491 -4.813
O 2.427 -3.014 0.607
H 1.646 -2.639 1.013
H 2.094 -3.518 -0.135
O 5.769 -0.411 0.190
H 5.400 0.297 0.718
H 5.010 -0.825 -0.222
O -4.271 -6.701 -5.017
H -4.459 -5.765 -5.086
H -3.431 -6.744 -4.561
O 1.771 8.338 6.455
H 2.196 7.704 7.031
H 1.026 7.865 6.083
O -1.839 -1.779 -7.516
H -2.063 -0.859 -7.654
H -2.553 -2.122 -6.978
O -1.077 -6.773 2.683
H -0.738 -6.064 3.230
H -1.580 -6.329 2.000

M ... 348.98 g mol⁻¹
Net charge ... -1
HOMO level ... -7.7349 eV
Multiplicity ... 1


B | # C4H18BO17

A 10-piece molecular cluster, C4H18BO17 overall (ωB97M-V/def2-TZVPD, OMol25).

Positions of all 40 atoms, in Å:
O 13.550 22.594 1.114
C 13.930 23.724 1.186
O 14.507 24.283 2.238
B 14.572 25.725 2.035
O 14.393 25.904 0.562
C 13.877 24.789 0.053
O 13.515 24.594 -1.066
O 15.912 26.234 2.401
C 15.821 27.165 3.318
O 16.678 27.880 3.745
C 14.298 27.332 3.641
O 13.641 26.516 2.828
O 13.799 28.084 4.422
O 10.259 25.843 3.166
H 11.101 25.489 3.486
H 9.769 25.070 2.874
O 13.070 28.309 -0.090
H 12.921 28.264 -1.038
H 13.541 27.484 0.123
O 11.265 22.732 -1.299
H 12.098 23.102 -1.620
H 11.079 21.988 -1.878
O 11.009 29.081 4.603
H 11.885 29.358 4.884
H 11.159 28.227 4.184
O 11.469 21.540 2.650
H 10.738 22.144 2.497
H 12.240 21.983 2.248
O 15.840 28.354 6.801
H 15.128 28.398 6.148
H 16.010 27.415 6.916
O 12.181 24.282 4.835
H 12.139 23.386 5.185
H 13.110 24.411 4.611
O 19.415 28.093 4.249
H 18.459 28.150 4.059
H 19.744 27.444 3.623
O 18.509 25.121 1.289
H 17.816 25.791 1.354
H 19.298 25.550 1.630

M ... 348.98 g mol⁻¹
Net charge ... -1
HOMO level ... -8.3734 eV
Multiplicity ... 1


Energies, relative to the best one, in kJ/mol: A 147.6; B 0.0.


A | # C6H9N5

An isolated molecule of C6H9N5 (ωB97M-V/def2-TZVPD, OMol25).

Positions of all 20 atoms, in Å:
C -1.472 -1.512 0.366
N -1.401 -0.154 -0.191
C -2.698 0.514 -0.247
C -0.201 0.431 -0.239
N 0.108 1.688 -0.150
N 1.465 1.940 0.103
C 2.117 0.791 0.095
N 3.467 0.824 0.190
C 1.289 -0.270 -0.161
C 1.652 -1.615 -0.391
N 1.944 -2.733 -0.351
H -2.311 -2.026 -0.176
H -0.572 -2.125 0.416
H -1.759 -1.413 1.442
H -3.187 0.368 0.770
H -2.516 1.535 -0.612
H -3.295 -0.189 -0.821
H -0.590 2.412 -0.208
H 3.814 -0.074 0.191
H 4.146 1.607 -0.028

M ... 151.17 g mol⁻¹
HOMO level ... -7.6514 eV
SMILES ... CN(C)c1[nH]nc(N)c1C#N
Multiplicity ... 1


B | # C6H9N5

An isolated molecule of C6H9N5 (ωB97M-V/def2-TZVPD, OMol25).

Positions of all 20 atoms, in Å:
C 1.364 -0.201 2.272
N 0.637 -1.016 1.423
C 0.420 -2.389 1.852
N 0.131 -0.422 0.446
C -0.548 -0.952 -0.506
N -0.832 -0.279 -1.600
C -0.759 0.952 -1.949
C -0.754 1.559 -3.323
N -0.929 2.849 -3.217
C -0.872 3.097 -1.807
N -0.713 2.103 -1.048
H 1.341 -0.522 3.340
H 2.453 -0.446 2.046
H 1.166 0.815 2.084
H -0.510 -2.485 2.575
H 0.152 -2.916 0.907
H 1.243 -2.772 2.497
H -1.072 -1.940 -0.405
H -0.867 0.897 -4.138
H -1.050 4.067 -1.450

M ... 151.17 g mol⁻¹
HOMO level (spin up / spin down) ... -7.6637 / -7.6650 eV
SMILES ... CN(C)/N=C/N=C1/C=NC=N1
Multiplicity ... 1


Energies, relative to the best one, in kJ/mol: A 0.0; B 158.3.